Version A
The following is a quantum chemistry calculation of a structure of composition C4H8N2, from OMol25.

The value obtained for the HOMO-LUMO gap is 9.20 eV. For the highest occupied orbital energy, the calculation gives -21.73 eV. As for the net charge: +2. As for the spin multiplicity: 1.

Cartesian coordinates (Å):
1 C -1.142 -0.707 0.965
2 C 0.090 -0.631 -0.532
3 C 1.213 -0.563 -1.382
4 C -0.314 1.765 0.751
5 N -0.703 -1.609 -0.033
6 N -0.463 0.323 0.503
7 H -1.695 -0.709 1.912
8 H 1.120 0.237 -1.999
9 H 1.494 -1.579 -1.762
10 H 1.915 -0.069 -0.687
11 H -0.755 2.303 -0.056
12 H 0.725 1.885 0.939
13 H -0.897 1.950 1.581
14 H -0.586 -2.596 -0.201

Version B
The following is a quantum chemistry calculation of the ion C4H8N2 with charge +2, from OMol25.

The value obtained for the HOMO-LUMO gap (alpha / beta) is 7.85 / 7.28 eV. For the highest occupied orbital energy (alpha / beta), the calculation gives -20.17 / -19.72 eV. As for the net charge: +2. As for the spin multiplicity: 1. The SMILES is C#[N+]/C(C)=[NH+]\C.

Cartesian coordinates (Å):
1 C 2.191 0.670 1.029
2 C -0.190 -0.110 0.615
3 C -0.966 -0.414 1.738
4 C 0.075 0.133 -2.073
5 N 1.109 0.277 0.774
6 N -0.684 -0.161 -0.907
7 H 3.112 1.087 1.119
8 H -1.723 -1.092 1.315
9 H -1.612 0.505 2.165
10 H -0.625 -0.772 2.699
11 H 1.132 0.395 -1.807
12 H -0.454 0.946 -2.718
13 H 0.175 -0.672 -2.941
14 H -1.540 -0.791 -1.008

In terms of stability, version A leads; the second structure lies 124.0 kJ/mol higher.